Record 1
The following is a quantum chemistry calculation of one molecule with the formula C5H11NO, from the OMol25 dataset.

Positions of all 18 atoms, in Å:
C  -2.07  0.11  -0.84
C  -1.52  -0.37  0.50
N  -0.06  -0.35  0.66
C  0.58  0.86  1.15
C  0.80  0.40  -0.24
C  2.07  -0.34  -0.63
O  2.56  -1.12  0.43
H  -3.16  0.00  -0.84
H  -1.67  -0.50  -1.67
H  -1.84  1.16  -1.05
H  -1.96  0.21  1.31
H  -1.84  -1.41  0.66
H  -0.05  1.74  1.29
H  1.35  0.72  1.91
H  0.34  0.98  -1.03
H  1.85  -0.95  -1.52
H  2.85  0.38  -0.91
H  1.76  -1.52  0.83

Results
SMILES = CCN1C[C@H]1CO
molar mass = 101.1 g/mol
E = -8899.5617 eV
ΔE to the lowest compared entry with this formula, charge and spin = 2.136 eV
frontier orbital gap = 10.2 eV

Löwdin charges, unit e, in atom order:
1. C -0.101
2. C -0.241
3. N -0.093
4. C -0.093
5. C -0.274
6. C -0.232
7. O -0.070
8. H 0.074
9. H 0.077
10. H 0.067
11. H 0.110
12. H 0.106
13. H 0.113
14. H 0.110
15. H 0.129
16. H 0.116
17. H 0.121
18. H 0.081

=====

Record 2
The following is a quantum chemistry calculation of C11H19FINOP as an isolated structure at a distorted geometry, from the OMol25 dataset.

Positions of all 35 atoms, in Å:
O  -0.79  -1.63  1.93
P  -0.56  0.01  2.44
C  -2.09  0.92  1.72
C  -1.82  1.61  0.30
C  -1.45  3.19  0.41
F  -2.39  3.92  1.23
C  1.04  0.73  1.74
C  1.91  -0.28  0.84
C  2.04  0.21  -0.71
C  2.04  -1.03  -1.75
N  0.72  -1.73  -1.60
C  0.48  -3.02  -0.97
C  -1.05  -3.19  -1.07
C  -1.62  -1.93  -1.80
C  -0.42  -1.02  -2.14
H  -1.49  -2.01  2.51
H  -2.56  1.63  2.49
H  -2.89  0.10  1.54
H  -1.09  1.04  -0.37
H  -2.83  1.59  -0.27
H  -1.47  3.60  -0.66
H  -0.41  3.38  0.82
H  1.70  1.02  2.64
H  0.90  1.70  1.14
H  3.00  -0.26  1.23
H  1.57  -1.36  0.94
H  1.17  0.94  -0.91
H  3.02  0.85  -0.82
H  2.92  -1.71  -1.49
H  2.16  -0.62  -2.82
H  1.29  -3.66  -0.51
H  -1.62  -4.08  -0.66
H  -2.70  -1.69  -2.04
H  -0.40  -0.02  -2.69
I  3.69  2.78  -0.65

Results
molar mass = 358.2 g/mol
net charge = -1
E = -35357.4316 eV
frontier orbital gap = 6.4 eV

Löwdin charges, unit e, in atom order:
1. O -0.399
2. P 0.889
3. C -0.360
4. C -0.230
5. C -0.176
6. F -0.121
7. C -0.370
8. C -0.242
9. C -0.353
10. C -0.153
11. N -0.181
12. C -0.072
13. C -0.106
14. C -0.093
15. C -0.086
16. H 0.035
17. H 0.073
18. H 0.075
19. H 0.083
20. H 0.106
21. H 0.121
22. H 0.108
23. H 0.078
24. H 0.047
25. H 0.104
26. H 0.072
27. H 0.065
28. H -0.248
29. H 0.123
30. H 0.125
31. H 0.109
32. H 0.066
33. H 0.065
34. H 0.122
35. I -0.274

=====

Record 3
The following is a quantum chemistry calculation of C19H45Br3N2O10P2 as an isolated structure at a distorted geometry, from the OMol25 dataset.

Positions of all 81 atoms, in Å:
C  2.68  5.62  -18.79
O  2.31  6.29  -19.75
N  3.94  5.62  -18.32
C  4.32  4.91  -17.04
C  5.02  6.52  -18.84
H  2.00  5.02  -18.17
H  4.86  5.53  -16.33
H  4.94  4.02  -17.16
H  3.45  4.75  -16.41
H  4.66  7.18  -19.63
H  5.48  7.04  -17.99
H  5.93  6.03  -19.20
C  4.79  -3.15  -20.60
O  5.95  -2.88  -20.97
N  4.08  -2.27  -19.78
C  2.61  -2.45  -19.76
C  4.65  -0.95  -19.34
H  4.29  -4.12  -20.66
H  2.34  -3.30  -20.38
H  2.00  -1.66  -20.22
H  2.35  -2.49  -18.71
H  5.74  -0.93  -19.39
H  4.25  -0.13  -19.94
H  4.24  -1.00  -18.33
C  4.49  1.51  -18.73
Br  2.62  2.11  -18.45
Br  5.58  2.63  -17.55
Br  5.12  1.81  -20.61
H  4.58  0.48  -18.38
C  -2.57  2.87  -15.53
C  -1.13  2.43  -15.88
O  -0.38  2.16  -14.72
P  1.25  2.24  -14.79
O  2.08  1.79  -13.61
O  1.60  1.36  -16.06
C  1.45  -0.02  -16.07
C  2.81  -0.69  -15.64
O  1.64  3.74  -15.30
C  2.76  4.04  -16.06
C  4.00  3.86  -15.08
H  -3.25  2.07  -15.23
H  -2.76  3.69  -14.84
H  -2.95  3.05  -16.54
H  -1.04  1.57  -16.55
H  -0.75  3.26  -16.48
H  0.74  -0.37  -15.32
H  1.14  -0.34  -17.06
H  2.73  -1.74  -15.92
H  3.50  -0.24  -16.35
H  3.11  -0.56  -14.60
H  2.64  3.56  -17.03
H  2.63  5.08  -16.38
H  4.93  3.72  -15.63
H  4.03  4.76  -14.46
H  3.87  3.04  -14.36
C  -0.22  -0.83  -19.52
C  0.33  0.41  -18.95
O  -0.58  1.47  -19.11
P  -0.02  3.02  -19.13
O  0.60  3.46  -17.86
O  -1.39  3.85  -19.63
C  -2.16  4.72  -18.73
C  -2.31  6.03  -19.53
O  1.03  2.97  -20.39
C  1.34  4.16  -20.99
C  2.75  4.13  -21.50
H  -1.15  -1.25  -19.15
H  -0.26  -0.68  -20.60
H  0.60  -1.55  -19.48
H  0.41  0.19  -17.88
H  1.34  0.46  -19.34
H  -3.12  4.22  -18.61
H  -1.64  4.89  -17.79
H  -2.94  6.85  -19.17
H  -1.35  6.43  -19.83
H  -2.83  5.86  -20.47
H  0.76  4.06  -21.91
H  1.20  5.04  -20.36
H  3.46  3.47  -20.99
H  2.88  3.85  -22.55
H  3.20  5.11  -21.35

Results
molar mass = 763.2 g/mol
E = -272581.0493 eV
ΔE to the lowest compared entry with this formula, charge and spin = 17.784 eV
frontier orbital gap = 8.0 eV

Löwdin charges, unit e, in atom order:
1. C -0.327
2. O -0.038
3. N -0.051
4. C -0.265
5. C -0.014
6. H 0.114
7. H 0.123
8. H -0.252
9. H -0.157
10. H 0.084
11. H 0.080
12. H 0.080
13. C -0.289
14. O -0.006
15. N -0.160
16. C -0.052
17. C -0.119
18. H 0.131
19. H 0.095
20. H 0.057
21. H 0.090
22. H 0.115
23. H -0.031
24. H 0.081
25. C -1.206
26. Br 1.115
27. Br 0.939
28. Br 0.742
29. H -0.080
30. C -0.041
31. C -0.280
32. O -0.157
33. P 0.533
34. O -0.255
35. O -0.298
36. C -0.281
37. C -0.027
38. O -0.140
39. C -0.437
40. C -0.026
41. H 0.070
42. H 0.086
43. H 0.052
44. H 0.113
45. H 0.066
46. H 0.131
47. H 0.066
48. H 0.072
49. H 0.048
50. H 0.080
51. H -0.016
52. H 0.159
53. H 0.004
54. H 0.117
55. H 0.083
56. C -0.066
57. C -0.404
58. O -0.152
59. P 0.563
60. O -0.361
61. O -0.187
62. C -0.227
63. C -0.065
64. O -0.279
65. C -0.320
66. C -0.092
67. H 0.097
68. H 0.099
69. H 0.024
70. H 0.050
71. H 0.044
72. H 0.113
73. H 0.106
74. H 0.075
75. H 0.076
76. H 0.073
77. H 0.131
78. H 0.079
79. H -0.055
80. H 0.083
81. H 0.076